The following is a DFT calculation (wB97M-V/def2-TZVPD) of a molecular structure, C35H34ClNNiOSi2.

Each line ends with the Mulliken charge.
Positions of all 75 atoms, in Å:
C: -2.41892 2.82358 3.68347  -0.6968
C: -1.10803 2.62585 3.20505  -0.7833
C: -1.07893 2.99989 1.80928  -0.7081
H: -0.19676 2.44330 3.76690  0.6943
C: -2.48466 3.23555 1.43754  -0.2024
C: -3.28699 3.06590 2.60563  -1.1040
H: -4.36288 3.22013 2.62606  0.4922
H: -2.70697 2.99638 4.69169  0.4962
H: -0.19154 3.22231 1.21633  0.8531
H: -2.79595 3.72835 0.53239  0.5703
Ni: -1.60104 1.17121 1.45182  0.1081
Si: 0.47040 1.25885 -1.95097  0.1851
C: 2.08348 0.31226 -2.09861  0.4872
C: 2.15367 -0.88835 -2.79011  -0.3733
H: 1.23929 -1.34388 -3.20003  0.4772
C: 3.38816 -1.53826 -2.90375  -0.6247
H: 3.45061 -2.49331 -3.43864  0.4076
C: 4.52251 -0.95372 -2.34222  -0.6186
H: 5.48795 -1.45438 -2.42733  0.4090
C: 4.43715 0.28336 -1.69669  -0.5968
H: 5.33082 0.76399 -1.29444  0.4104
C: 3.21650 0.92745 -1.55693  -0.2129
H: 3.09993 1.89066 -1.03456  0.2946
C: 0.04615 1.14106 -3.79542  0.4961
C: 0.79466 1.96438 -4.64909  -0.6666
H: 1.37943 2.76288 -4.19913  0.2938
C: 0.86786 1.72704 -6.02910  -0.5571
H: 1.48313 2.36205 -6.65818  0.3948
C: 0.14852 0.66324 -6.59221  -0.5678
H: 0.22149 0.44525 -7.66658  0.3565
C: -0.68601 -0.07539 -5.75951  -0.6984
H: -1.29558 -0.87182 -6.17881  0.3988
C: -0.75676 0.17491 -4.37598  0.1309
H: -1.42595 -0.40527 -3.76286  0.1601
H: 1.02023 2.64484 -1.85198  -0.3811
Si: 0.77433 -2.98816 -0.43376  0.1151
C: -0.46036 -1.45899 -0.81911  -0.0514
C: -0.20959 -0.02821 -0.57276  0.6800
H: 0.53261 0.23014 0.20046  0.1072
C: -1.19657 0.98486 -1.03694  1.1198
H: -1.26731 2.01501 -0.60607  0.1170
C: -2.34025 0.52727 -1.83286  -1.3306
H: -2.93566 1.20277 -2.45712  0.3925
C: -2.68614 -0.82100 -1.73655  -0.8246
H: -3.63529 -1.18485 -2.12683  0.4773
C: -1.78514 -1.75920 -1.14293  -0.7224
H: -2.16929 -2.76535 -0.91055  0.3294
C: 2.12140 -2.17353 0.67538  0.5028
C: 1.68757 -1.25784 1.65809  -0.4135
H: 0.63263 -1.28245 1.98325  0.2188
C: 2.59083 -0.33572 2.21697  -0.2084
H: 2.21207 0.48965 2.83272  0.4007
C: 3.96997 -0.55264 2.09504  -0.6817
H: 4.67115 0.05816 2.66441  0.4192
C: 4.43101 -1.63288 1.33020  -0.5346
H: 5.49528 -1.88750 1.32396  0.3903
C: 3.51223 -2.41192 0.60243  -0.1072
H: 3.88212 -3.22519 -0.03755  0.3507
H: 1.42040 -3.80038 -1.40640  -0.1813
Cl: -0.23750 -4.43650 0.57784  -0.3469
O: -1.00839 0.63479 5.35481  -0.5514
C: -0.63981 -0.21053 4.26131  -0.5688
C: -1.93017 -0.73717 3.69528  0.9484
C: -2.59727 -1.71818 4.43619  -0.9180
C: -3.93374 -2.01434 4.15179  -0.4600
C: -4.52825 -1.35213 3.07388  -0.7302
C: -3.77579 -0.47221 2.29802  -0.4607
N: -2.44977 -0.23411 2.55360  0.7096
H: -0.20968 0.84651 5.87669  0.3435
H: -0.08089 -1.06310 4.66588  0.7385
H: -0.02980 0.32062 3.50979  -0.2686
H: -2.02893 -2.18382 5.24196  0.4491
H: -4.47410 -2.71216 4.79132  0.4009
H: -5.57982 -1.52134 2.82745  0.4047
H: -4.18903 0.08132 1.44769  0.4202

Frontier orbital gap (alpha / beta) = 5.6 / 6.4 eV
Energy relative to the best compared isomer or geometry (same formula, charge and spin) = 37.0 kcal/mol
Spin multiplicity = 3
<S²> = 2.02
Highest occupied orbital energy (alpha / beta) = -0.2181 / -0.2462 Ha
E_LUMO (alpha / beta) = -0.0115 / -0.0094 Eh

=====

The following is a DFT calculation (wB97M-V/def2-TZVPD) of a molecular structure, C35H34ClNOSi2Tb.

Each line ends with the Mulliken charge.
Positions of all 75 atoms, in Å:
C: -3.33328 0.72335 2.97429  -0.4222
C: -2.18124 -0.08187 2.73422  -0.8523
C: -1.04621 0.77220 2.77008  -0.2775
H: -2.16906 -1.16381 2.60581  0.5309
C: -1.48694 2.10360 3.03237  -0.5318
C: -2.91430 2.07246 3.14795  -0.7606
H: -3.55326 2.91403 3.44041  0.4893
H: -4.34803 0.35708 3.12817  0.5307
H: -0.00997 0.46357 2.68790  0.6752
H: -0.85197 2.97738 3.20514  0.4877
Tb: -2.34838 1.44438 0.72863  0.5954
Si: 0.03277 -0.43497 -1.55920  0.4456
C: -0.05796 -2.18430 -0.90085  0.5916
C: -0.31066 -3.07849 -1.93982  -0.6907
H: -0.66499 -2.69165 -2.89428  0.3695
C: -0.08783 -4.43347 -1.73536  -0.6282
H: -0.13794 -5.11169 -2.58389  0.4520
C: 0.20476 -4.89643 -0.44922  -0.4801
H: 0.40369 -5.95755 -0.30269  0.4024
C: 0.24893 -4.01029 0.63681  -0.8894
H: 0.44883 -4.38974 1.64223  0.4314
C: 0.04936 -2.64170 0.42573  0.1076
H: -0.03242 -1.95272 1.27074  0.4565
C: 1.53082 0.75491 0.20634  2.1675
C: 2.18569 0.11290 1.27128  -1.2331
H: 2.30626 -0.97198 1.30460  0.6358
C: 2.75786 0.95936 2.21220  -1.0203
H: 3.44170 0.55820 2.94786  0.4825
C: 2.46603 2.32630 2.20103  -0.7053
H: 2.92563 2.98443 2.94180  0.4675
C: 1.54308 2.85755 1.29922  -0.9357
H: 1.24645 3.89722 1.37649  0.5448
C: 1.02116 2.07464 0.28073  -0.7492
H: 0.38196 2.46643 -0.51859  0.8674
H: -0.59179 0.00504 -0.21125  -0.3015
Si: 2.36862 0.28483 -1.34021  -0.3024
C: 3.76695 1.43215 -1.66866  0.4994
C: 5.05246 0.91203 -1.40280  -0.4898
H: 5.24471 -0.14297 -1.59553  0.4618
C: 5.99416 1.73451 -0.78779  -0.6068
H: 6.95490 1.32306 -0.48299  0.4260
C: 5.67022 3.07840 -0.54870  -0.4804
H: 6.36774 3.70919 0.00906  0.3885
C: 4.47283 3.63792 -1.02768  -0.3964
H: 4.26342 4.70377 -0.90341  0.4241
C: 3.53618 2.82199 -1.66322  -0.6228
H: 2.60203 3.20508 -2.07953  0.4185
C: 2.99493 -1.44109 -1.78323  0.4414
C: 3.55437 -2.28442 -0.81156  0.1566
H: 3.76177 -1.88837 0.18575  0.4554
C: 3.79108 -3.63417 -1.10541  -0.8676
H: 4.18633 -4.28328 -0.32327  0.4073
C: 3.53170 -4.14245 -2.38347  -0.5165
H: 3.72690 -5.20184 -2.60314  0.3988
C: 2.99642 -3.30242 -3.37102  -0.7137
H: 2.77243 -3.70801 -4.35787  0.4264
C: 2.71919 -1.96814 -3.07174  -0.3754
H: 2.21177 -1.33375 -3.80342  0.4226
H: -0.49611 -0.50293 -2.91118  -0.2298
Cl: -2.45586 0.79556 -1.80495  -0.4990
O: -3.84445 3.16907 0.31631  -0.2711
C: -5.26876 3.03474 -0.00753  -0.5135
C: -5.66893 1.60413 0.19220  0.4725
C: -7.01106 1.23364 0.21884  -0.8850
C: -7.32942 -0.10407 0.42779  -0.3566
C: -6.28778 -1.02854 0.55318  -0.8289
C: -4.97026 -0.59215 0.49909  -0.1355
N: -4.66489 0.71851 0.35460  0.2920
H: -3.59654 4.10717 0.27650  0.2571
H: -5.86033 3.69094 0.64550  0.4072
H: -5.43792 3.31917 -1.05689  0.3248
H: -7.75230 2.01645 0.08566  0.4717
H: -8.36762 -0.43074 0.47936  0.4240
H: -6.47490 -2.08613 0.70417  0.4212
H: -4.12270 -1.28122 0.57031  0.4406

Frontier orbital gap (alpha / beta) = 3.5 / 4.9 eV
Energy relative to the best compared isomer or geometry (same formula, charge and spin) = 0.0 kcal/mol
Spin multiplicity = 7
<S²> = 12.95
Highest occupied orbital energy (alpha / beta) = -0.3308 / -0.2890 Ha
Charge = +1
E_LUMO (alpha / beta) = -0.2006 / -0.1078 Eh

=====

The following is a DFT calculation (wB97M-V/def2-TZVPD) of a molecular structure, C35H34CoN8O.

Each line ends with the Mulliken charge.
Positions of all 79 atoms, in Å:
Co: 0.01285 1.12214 0.65293  -0.0389
C: -1.93035 3.42746 0.55430  -1.4467
N: -1.87829 2.02199 0.10104  0.5996
C: -2.86191 1.20231 0.82273  -1.2377
C: -2.40936 1.01600 2.24443  1.0919
C: -3.29686 0.94698 3.30483  -0.9989
C: -2.80244 0.75917 4.58735  -0.4819
C: -1.43208 0.65267 4.77124  -0.9948
C: -0.61250 0.73607 3.66049  -0.3976
N: -1.08778 0.91165 2.42765  0.6901
C: -1.99832 1.89627 -1.35268  -1.6832
C: -0.67481 2.06431 -2.04688  1.1600
C: -0.61916 2.50191 -3.36245  -0.9494
C: 0.60818 2.57162 -3.99980  -0.6297
C: 1.74354 2.19574 -3.29674  -0.7730
C: 1.60146 1.77190 -1.98968  -0.4057
N: 0.42103 1.71182 -1.36991  0.6792
C: -0.59536 4.03866 0.90567  0.8131
C: -0.48799 5.41729 1.03692  -1.0496
C: 0.71701 5.96678 1.43610  -0.4593
C: 1.77878 5.11121 1.69642  -1.0491
C: 1.58537 3.75346 1.53831  -0.2768
N: 0.42455 3.21939 1.14545  0.6087
H: -2.54794 3.48565 1.45406  0.5367
H: -2.41982 4.05273 -0.19641  0.5089
H: -2.90049 0.22396 0.34395  0.0039
H: -3.86292 1.64295 0.78544  0.5562
H: -4.36079 1.04706 3.13610  0.5345
H: -3.47575 0.70811 5.43234  0.4672
H: -1.00817 0.51182 5.75473  0.4801
H: 0.46353 0.66526 3.76238  0.5508
H: -2.72014 2.60781 -1.76372  0.5059
H: -2.36430 0.89329 -1.58735  0.3945
H: -1.52838 2.78610 -3.87555  0.5469
H: 0.68027 2.91368 -5.02332  0.4559
H: 2.72136 2.23703 -3.75563  0.5759
H: 2.46423 1.46098 -1.41706  0.1368
H: -1.33986 6.05186 0.82775  0.5183
H: 0.82625 7.03686 1.54682  0.4476
H: 2.73968 5.48980 2.01484  0.4720
H: 2.39105 3.06441 1.75517  0.5532
C: -0.99322 -4.93841 -2.25045  -1.0268
N: -1.32975 -3.84681 -1.35872  -0.1543
N: -0.48116 -2.78288 -1.14849  0.9503
C: -1.12259 -1.82569 -0.39460  0.0315
O: -0.54054 -0.77682 -0.01908  0.4876
C: -2.41300 -2.35305 -0.13712  -0.8666
C: -2.49969 -3.58157 -0.75816  0.2708
C: -3.65436 -4.51675 -0.79933  -1.8000
C: 0.88034 -2.77757 -1.55872  -0.5189
C: 1.75398 -3.74062 -1.06671  0.0161
C: 3.08050 -3.72226 -1.46787  -1.0833
C: 3.53087 -2.74065 -2.33991  -0.5881
C: 2.65400 -1.77544 -2.81575  -0.7531
C: 1.32215 -1.79125 -2.42961  -0.0596
H: -0.39447 -4.56639 -3.07945  0.3581
H: -1.91160 -5.36420 -2.64368  0.4515
H: -0.42724 -5.71928 -1.74178  0.3210
H: -3.17333 -1.90489 0.47863  0.6708
H: -4.35258 -4.25770 -0.00782  0.4130
H: -3.33643 -5.54989 -0.66523  0.4350
H: -4.18507 -4.44690 -1.75081  0.3554
H: 1.39547 -4.49444 -0.37616  0.8796
H: 3.76256 -4.47737 -1.09981  0.5061
H: 4.56497 -2.73424 -2.65831  0.4815
H: 3.00790 -1.02161 -3.50637  0.4907
H: 0.62031 -1.06000 -2.81022  0.4543
N: 1.89971 -4.50306 2.23634  -0.5307
C: 2.21986 -3.42961 1.98249  -0.0150
C: 2.56112 -2.08748 1.62162  -0.1005
C: 3.82962 -1.74071 1.16324  -0.2511
C: 4.04860 -0.42724 0.78615  -1.4132
C: 2.99950 0.47142 0.84946  -0.2062
N: 1.77726 0.14442 1.28369  0.5430
C: 1.57408 -1.11072 1.68164  -0.2005
H: 4.61538 -2.48169 1.10650  0.5703
H: 5.01780 -0.10182 0.43651  0.4820
H: 3.14927 1.50162 0.55378  0.6368
H: 0.58650 -1.36459 2.04183  0.7472

Frontier orbital gap (alpha / beta) = 8.1 / 8.2 eV
Energy relative to the best compared isomer or geometry (same formula, charge and spin) = 13.2 kcal/mol
Spin multiplicity = 2
<S²> = 0.75
Highest occupied orbital energy (alpha / beta) = -0.4899 / -0.4890 Ha
Charge = +2
E_LUMO (alpha / beta) = -0.1930 / -0.1874 Eh